Formula: C32H53ClF3N2O16PS
Source: the OMol25 dataset
Level of theory: ωB97M-V/def2-TZVPD

* highest occupied orbital energy: -8.6 eV
* gap between HOMO and LUMO: 0.301 Eh
* electronic energy: -4063.25200 a.u.

Last column: Löwdin charge in e.
Positions of all 109 atoms, in Å:
C 10.1756 -4.1527 0.6806  -0.10
C 8.9710 -3.1321 1.2183  -0.24
O 7.6611 -3.4698 0.6386  -0.11
C 7.0738 -2.3358 -0.1003  -0.24
O 6.7129 -2.5891 -1.3874  -0.03
C 6.8605 -0.8432 0.5575  -0.09
C 5.9441 0.1417 -0.4408  -0.19
C 4.4454 -0.3468 -0.7038  -0.16
C 3.1915 0.4447 0.0732  -0.27
C 1.8959 -0.3360 -0.5594  -0.15
C 0.5159 0.4719 -0.7973  -0.20
C -0.5407 -0.6043 -1.5285  -0.20
C -1.1370 -1.7442 -0.5260  -0.20
C -2.6194 -1.2889 0.0847  -0.19
C -3.5860 -2.6286 0.3503  -0.16
C -2.7855 -3.5931 1.4463  -0.22
O -2.0241 -4.6894 0.7961  -0.26
C -0.7967 -4.9625 1.5789  -0.13
C 3.2883 2.0627 -0.3403  -0.21
C 3.0738 2.3636 -1.9358  -0.20
N 4.2632 3.1032 -2.5866  -0.14
C 4.3748 4.5239 -2.0901  -0.17
C 2.3338 2.8986 0.6947  -0.45
P 1.6178 4.5400 0.0494  0.72
O 1.9517 5.7982 1.2103  -0.36
Cl -0.5344 4.2786 0.0728  0.13
O 3.0668 3.2590 1.9577  -0.32
S 3.8609 1.8654 2.5889  0.88
O 5.3802 2.1024 2.1984  -0.39
O 3.9673 1.8234 4.1221  -0.34
C 3.3452 0.2535 1.7434  -0.27
N 2.3926 -0.6265 2.3905  0.05
C 1.4553 -0.3005 3.2343  -0.25
C 1.5242 0.1136 4.8529  -0.06
C -0.1404 -0.5535 2.7890  -0.05
H 11.0796 -3.9867 1.4411  0.09
H 9.8529 -5.2905 0.7936  0.09
H 10.5464 -3.8758 -0.3961  0.08
H 9.3513 -2.0457 0.9663  0.12
H 8.8922 -3.2998 2.3869  0.13
H 6.4994 -0.8367 1.6669  0.12
H 7.9379 -0.3309 0.5549  0.13
H 6.5290 0.0453 -1.4824  0.13
H 6.1396 1.2406 -0.1090  0.10
H 4.2835 -0.3995 -1.8813  0.13
H 4.3428 -1.4754 -0.3304  0.14
H 1.6045 -1.3416 0.0182  0.12
H 2.1685 -0.7517 -1.6497  0.13
H 0.5604 1.3472 -1.6091  0.11
H -0.0037 0.9453 0.1289  0.08
H -0.0847 -1.0364 -2.5387  0.12
H -1.4631 0.0712 -1.8698  0.11
H -1.3906 -2.6898 -1.2118  0.13
H -0.4000 -2.1511 0.2843  0.07
H -2.5449 -0.6069 1.0328  0.10
H -3.1957 -0.6773 -0.7536  0.11
H -4.6278 -2.2903 0.8253  0.12
H -3.7287 -3.2766 -0.6259  0.11
H -3.4852 -3.9805 2.3121  0.13
H -1.9695 -2.8757 1.9415  0.09
H -0.1758 -5.8695 1.1290  0.11
H -1.0308 -5.2130 2.7097  0.10
H -0.0420 -4.0401 1.5943  0.08
H 4.3847 2.5020 -0.1501  0.13
H 2.0422 2.8445 -2.2231  0.11
H 3.0724 1.3009 -2.4817  0.12
H 5.1380 2.5557 -2.4389  0.09
H 4.4200 4.5732 -0.9055  0.08
H 5.3143 5.1034 -2.4732  0.09
H 3.3720 5.0912 -2.3967  0.09
H 1.4066 2.2699 1.1092  0.11
H 1.0648 6.2016 1.4463  0.05
H 4.3796 -0.3603 1.7943  0.14
H 0.5674 -0.2495 5.4437  0.08
H 2.5271 -0.2347 5.3425  0.09
H 1.5062 1.3022 4.8775  0.09
H -0.1555 -1.6474 2.3748  0.06
H -0.8685 -0.5765 3.7359  0.09
H -0.5677 0.2678 2.0914  0.07
C -7.8536 -4.2501 -1.5840  -0.08
C -7.3877 -4.6966 -2.9276  -0.33
O -6.7096 -3.5689 -3.4328  0.14
C -6.2306 -2.9214 -2.3338  -0.50
O -5.3666 -2.0610 -2.3687  0.13
O -6.8311 -3.3594 -1.1853  0.07
F -8.4366 -4.9615 -3.7383  0.08
H -8.8075 -3.7134 -1.6232  0.12
H -7.9471 -5.0805 -0.8790  0.15
H -6.7080 -5.5551 -2.9045  0.18
C 0.2181 10.1053 0.4665  -0.08
C -0.9237 9.1880 0.1901  -0.33
O -0.4672 8.4109 -0.8937  0.14
C 0.8870 8.3636 -0.7505  -0.51
O 1.6089 7.5678 -1.3278  0.12
O 1.3377 9.3126 0.1258  0.08
F -2.0127 9.8810 -0.2117  0.08
H 0.2032 11.0017 -0.1625  0.15
H 0.2601 10.4130 1.5148  0.15
H -1.1864 8.5332 1.0278  0.18
C -12.8858 -2.1364 -1.9106  -0.07
C -13.2261 -3.4127 -2.6013  -0.33
O -12.0763 -4.2060 -2.4130  0.15
C -11.5385 -3.7774 -1.2367  -0.49
O -10.7004 -4.3956 -0.6018  0.13
O -12.0589 -2.5726 -0.8504  0.08
F -13.3934 -3.2133 -3.9279  0.08
H -12.3239 -1.4461 -2.5487  0.15
H -13.7715 -1.6204 -1.5302  0.15
H -14.1002 -3.9274 -2.1883  0.18

Cartesian forces (eV/Å) of the 2 atoms listed first:
-0.1 0.2 1.0
1.9 -0.7 0.8



Formula: C32H53FN3O7S3
Source: the OMol25 dataset
Level of theory: ωB97M-V/def2-TZVPD

* highest occupied orbital energy: -10.5 eV
* net charge: +1
* gap between HOMO and LUMO: 0.279 Eh
* electronic energy: -3236.19110 a.u.

Last column: Löwdin charge in e.
Positions of all 99 atoms, in Å:
C 5.8791 0.7464 0.4495  -0.02
C 5.4072 -0.4175 -0.3612  -0.31
C 5.7404 -0.3886 -1.8152  -0.02
N 4.7822 -1.4628 0.1037  0.14
N 3.5623 -1.2992 0.7255  -0.01
C 3.1712 -0.4719 1.7029  0.00
N 1.9068 -0.6890 2.0039  0.02
C 1.0956 -0.0105 3.0286  -0.11
O 1.0863 1.3511 2.7498  -0.03
C 0.0251 1.7243 1.9180  -0.21
C 0.3113 1.9518 0.5782  0.02
C -0.6780 2.3517 -0.3082  -0.26
C -0.3952 2.6415 -1.7642  -0.05
C -1.9788 2.5261 0.1652  -0.02
C -2.2488 2.2620 1.5009  0.00
C -1.2672 1.8607 2.4098  -0.12
C -1.7212 1.6259 3.8417  -0.33
C -2.1963 0.1647 4.1015  -0.04
C -0.7292 2.1129 4.9123  -0.05
C 1.4330 -1.7221 1.2095  0.07
C 2.4777 -2.0916 0.4202  -0.14
C 2.4403 -3.1988 -0.5871  -0.05
C 1.0389 -3.4628 -1.1358  -0.35
C 1.0093 -3.7899 -2.6309  -0.01
F 0.5073 -4.5467 -0.4245  -0.04
H 6.0353 0.4592 1.4862  0.09
H 6.7347 1.2485 0.0081  0.09
H 5.0669 1.4921 0.4661  0.10
H 6.7905 -0.7045 -1.8998  0.11
H 5.7353 0.6508 -2.1402  0.08
H 5.0814 -1.0223 -2.3939  0.08
H 3.7836 0.2620 2.1958  0.16
H 0.0918 -0.4339 2.9763  0.13
H 1.4690 -0.2055 4.0325  0.15
H 1.3187 1.8316 0.1915  0.12
H -1.3151 2.8280 -2.3127  0.07
H 0.1776 1.8545 -2.2537  0.08
H 0.1816 3.5693 -1.8155  0.08
H -2.7783 2.8628 -0.4803  0.11
H -3.2603 2.3913 1.8642  0.07
H -2.6072 2.2492 3.9678  0.13
H -2.1741 -0.4488 3.1993  0.05
H -1.5817 -0.2542 4.9004  0.08
H -3.2203 0.1933 4.4698  0.08
H -1.2171 2.2842 5.8687  0.08
H -0.2550 3.0208 4.5377  0.09
H 0.0773 1.3931 5.0568  0.06
H 0.4441 -2.1483 1.2387  0.13
H 3.1404 -3.0347 -1.4020  0.11
H 2.7336 -4.1159 -0.0700  0.14
H 0.3606 -2.6231 -0.9823  0.14
H 0.9068 -4.8578 -2.8098  0.09
H 1.8593 -3.3638 -3.1589  0.08
H 0.1238 -3.3171 -3.0575  0.08
C 6.0452 2.4331 -6.8409  -0.22
C 7.2550 1.5380 -6.5423  -0.21
C 6.8976 0.6748 -5.3256  -0.22
S 5.1083 0.4866 -5.3541  0.66
O 4.5547 1.1484 -4.1941  -0.34
O 4.7755 -0.8794 -5.6668  -0.32
C 4.8265 1.5169 -6.7876  -0.23
H 6.1330 2.9217 -7.8094  0.12
H 5.9616 3.2098 -6.0776  0.12
H 7.4542 0.8965 -7.4024  0.12
H 8.1541 2.1229 -6.3562  0.12
H 7.3568 -0.3096 -5.3728  0.11
H 7.1669 1.1660 -4.3920  0.10
H 3.8860 2.0508 -6.6724  0.11
H 4.7842 0.8638 -7.6586  0.11
C -2.6689 -6.0569 1.7384  -0.21
C -3.9034 -5.4371 1.0667  -0.21
C -4.1305 -4.0552 1.6971  -0.21
S -2.5137 -3.4887 2.2359  0.66
O -2.5110 -3.3924 3.6737  -0.31
O -2.0802 -2.3816 1.4057  -0.35
C -1.6214 -4.9496 1.7615  -0.24
H -2.3147 -6.9350 1.2016  0.12
H -2.9120 -6.3612 2.7587  0.12
H -3.7148 -5.3230 -0.0027  0.12
H -4.7829 -6.0688 1.1780  0.12
H -4.5378 -3.3424 0.9844  0.10
H -4.7721 -4.1101 2.5742  0.11
H -0.8174 -5.1307 2.4722  0.11
H -1.2155 -4.7637 0.7717  0.08
C -8.3440 2.9547 0.8411  -0.22
C -8.4312 4.1249 1.8297  -0.21
C -7.1914 4.0576 2.7310  -0.21
S -5.9062 3.2677 1.7552  0.66
O -5.5770 1.9994 2.3607  -0.33
O -4.8841 4.2307 1.4306  -0.32
C -6.9144 2.9655 0.3085  -0.23
H -9.0697 3.0505 0.0352  0.12
H -8.5405 2.0152 1.3622  0.12
H -8.4352 5.0671 1.2786  0.12
H -9.3455 4.0878 2.4194  0.12
H -6.8494 5.0446 3.0315  0.10
H -7.3658 3.4414 3.6110  0.11
H -6.6158 2.0273 -0.1540  0.11
H -6.7555 3.7931 -0.3824  0.11

Cartesian forces (eV/Å) of the 2 atoms listed first:
-1.5 0.4 0.2
0.4 -0.2 0.3